1.
12
Properties=species:S:1:pos:R:3 method="wB97M-V/def2-TZVPD" lumo_energy_ev=0.611 e_above_lowest_ev=2.858 gap_ev=9.7 homo_energy_ev=-9.1 total_energy_ha=-360.56439 smiles="NC#C[C@H](O)C=O" multiplicity=1
O -0.435 2.321 0.431
O -1.882 -0.502 1.819
N 1.295 -1.983 -1.352
C 0.191 0.126 -0.432
C 0.715 -0.883 -0.861
C -1.048 0.337 1.602
C -0.808 0.970 0.230
H 2.026 -2.421 -0.813
H -0.354 0.715 2.382
H 1.377 -2.071 -2.353
H -1.748 0.919 -0.334
H 0.389 2.478 -0.044



2.
59
Properties=species:S:1:pos:R:3 method="wB97M-V/def2-TZVPD" lumo_energy_ev=-4.792 gap_ev=7.9 homo_energy_ev=-12.7 charge=+1 total_energy_ha=-1474.74907 multiplicity=1
P -2.271 1.512 0.403
O -1.716 2.195 -0.858
O -3.874 1.958 0.793
O -2.355 -0.176 0.030
N 0.725 0.649 4.476
N 2.684 1.409 -0.555
N -1.276 -5.771 -1.583
C 3.918 -0.808 4.249
C 1.662 1.612 0.450
C 1.709 0.282 3.931
C 4.352 0.170 5.336
C -1.240 1.872 1.944
C 1.324 4.164 -0.199
C -0.499 -4.743 -4.853
C -4.417 3.821 -0.867
C -0.984 -5.918 -2.720
C -1.008 -0.679 -0.263
C -0.260 3.148 1.779
C 3.083 2.515 -1.386
C -0.614 -6.105 -4.164
C 2.956 -0.183 3.236
C -4.646 2.274 -0.402
C 2.465 3.931 -1.254
C -0.956 -2.299 -0.331
C 0.903 2.932 0.698
C -1.804 -3.953 -4.826
H -2.112 -3.720 -3.803
H 0.821 5.186 -0.048
H -1.086 -2.653 0.763
H 1.401 0.722 1.106
H -2.610 -4.511 -5.310
H -1.375 -6.720 -4.651
H 0.339 -6.637 -4.221
H 3.503 0.510 5.935
H -0.913 4.045 1.451
H 0.190 3.459 2.799
H 3.094 0.462 -0.639
H 4.841 1.047 4.902
H 0.136 -2.547 -0.626
H -0.366 -0.396 0.656
H -5.757 2.216 -0.094
H -1.683 -3.003 -5.353
H -4.514 1.523 -1.251
H 3.426 0.669 2.736
H -1.726 -2.748 -1.041
H 3.446 -1.676 4.721
H -0.629 -0.212 -1.238
H -0.197 -4.895 -5.893
H -3.990 3.761 -1.933
H -3.656 4.252 -0.115
H 2.686 -0.918 2.472
H -1.961 2.144 2.805
H -5.396 4.403 -0.827
H -0.648 0.960 2.322
H 3.909 2.300 -2.160
H 4.805 -1.172 3.722
H 2.817 4.801 -1.899
H 0.285 -4.150 -4.373
H 5.058 -0.310 6.018



3.
13
Properties=species:S:1:pos:R:3 method="wB97M-V/def2-TZVPD" lumo_energy_ev=0.750 e_above_lowest_ev=4.563 gap_ev=9.4 homo_energy_ev=-8.6 total_energy_ha=-286.46395 multiplicity=1
O -1.497 -2.032 0.730
N 0.479 0.633 -0.751
C 1.308 -0.143 0.125
C -0.317 1.714 -0.143
C 0.020 -0.712 -0.416
C -1.054 -0.807 0.598
H -1.021 -2.698 0.190
H 0.095 2.674 -0.464
H 0.095 -1.446 -1.235
H -0.337 1.642 0.949
H -1.336 1.597 -0.484
H 1.323 0.105 1.186
H 2.243 -0.527 -0.284



4.
20
Properties=species:S:1:pos:R:3 method="wB97M-V/def2-TZVPD" lumo_energy_ev=0.037 e_above_lowest_ev=4.381 gap_ev=8.4 homo_energy_ev=-8.3 total_energy_ha=-902.52352 multiplicity=1
S 0.742 -1.627 1.161
Si 0.080 0.611 -0.626
N 0.471 -0.064 0.939
C 0.139 -1.812 2.899
C 1.633 1.319 -1.540
C -0.768 -0.832 -1.746
C -1.585 1.624 -0.414
H 0.265 -2.881 2.890
H 0.062 -1.527 -1.935
H -1.654 2.665 -0.741
H 2.479 0.930 -0.826
H 1.587 0.677 -2.503
H -1.170 -0.478 -2.720
H 0.913 -1.440 3.612
H -1.726 1.572 0.765
H 1.555 0.965 1.344
H -0.844 -1.706 3.337
H 1.882 2.314 -1.736
H -2.501 1.194 -0.951
H -1.558 -1.504 -1.211



5.
48
Properties=species:S:1:pos:R:3 method="wB97M-V/def2-TZVPD" lumo_energy_ev=0.236 e_above_lowest_ev=2.728 gap_ev=8.7 homo_energy_ev=-8.5 total_energy_ha=-1691.33381 smiles="CC(=O)Nc1ccc(S(=O)(=O)N(C)CC(=O)N/N=C/c2cccc(O)c2)cc1" multiplicity=1
S 3.611 -1.037 0.846
O -4.794 -0.075 1.629
O 2.831 2.457 -1.182
O 4.257 -2.307 0.725
O 3.408 -0.484 2.161
O -3.106 -2.291 0.740
N 0.740 1.850 0.476
N 2.034 1.694 0.812
N 4.534 0.070 0.029
N -1.999 -1.531 -1.104
C 5.014 -0.258 -1.290
C -1.560 1.458 0.838
C 1.050 -1.828 0.955
C 3.018 1.966 -0.094
C 4.384 1.469 0.379
C -3.294 2.454 -0.494
C 1.964 -1.199 0.129
C 1.578 -0.725 -1.110
C -3.847 0.726 1.085
C -1.960 2.357 -0.153
C -3.115 -1.910 -0.409
C -2.511 0.651 1.458
C 0.258 -0.851 -1.502
C -0.679 -1.459 -0.666
C -4.372 -1.798 -1.238
C -0.164 1.337 1.206
C -0.267 -1.970 0.564
C -4.239 1.647 0.116
H -0.051 -0.458 -2.459
H 4.457 0.262 -2.075
H 4.913 -1.335 -1.408
H 4.485 1.551 1.462
H 2.280 -0.234 -1.763
H -0.980 -2.459 1.207
H -4.494 -0.778 -1.596
H -2.151 -1.169 -2.036
H -5.284 1.710 -0.144
H 6.070 0.009 -1.371
H -2.206 -0.060 2.213
H -3.608 3.161 -1.248
H -4.372 -0.812 2.092
H 1.388 -2.194 1.911
H -4.317 -2.470 -2.092
H -5.229 -2.064 -0.626
H 2.280 1.161 1.655
H -1.209 2.967 -0.628
H 0.078 0.762 2.108
H 5.175 2.036 -0.115



6.
14
Properties=species:S:1:pos:R:3 method="wB97M-V/def2-TZVPD" lumo_energy_ev="-0.932 / -0.933" e_above_lowest_ev=5.413 gap_ev="7.3 / 7.3" homo_energy_ev="-8.3 / -8.3" total_energy_ha=-684.60816 smiles="C=S(=O)=C/C=N/C" multiplicity=1
S 2.093 0.140 0.151
O 3.535 -0.121 0.006
N -0.882 0.106 0.095
C 1.085 -1.208 -0.105
C -2.323 0.156 0.119
C 1.412 1.612 -0.196
C -0.270 -1.028 -0.001
H -2.821 0.265 1.092
H 0.411 1.368 -0.335
H 1.718 -2.013 -0.269
H -2.677 -0.827 -0.311
H 2.009 2.357 0.230
H -2.501 1.159 -0.394
H -0.788 -1.966 -0.082